No. 1
The following is a quantum chemistry calculation of a structure of composition C27H44BrCuNOP2S in a non-equilibrium geometry, from the Open Molecules 2025 dataset.

Element x y z (Å)
C (0.819, -4.337, 0.571)
C (1.325, -3.265, -0.212)
C (1.473, -3.442, -1.618)
C (1.183, -4.706, -2.135)
N (0.741, -5.710, -1.382)
C (0.574, -5.550, -0.074)
C (1.715, -2.100, 0.443)
C (1.763, -0.928, 0.906)
C (2.779, -0.192, 1.600)
C (2.544, 1.137, 1.997)
C (3.589, 1.947, 2.420)
C (4.839, 1.361, 2.429)
C (5.124, 0.025, 2.145)
C (4.060, -0.767, 1.730)
Cu (0.806, 1.072, 1.083)
P (-1.717, -0.766, -0.148)
H (1.819, -2.630, -2.266)
H (0.660, -4.217, 1.644)
H (1.310, -4.901, -3.199)
H (0.227, -6.404, 0.504)
H (4.229, -1.797, 1.440)
H (1.627, 1.785, 2.213)
H (6.141, -0.356, 2.229)
H (3.386, 2.984, 2.680)
C (-3.256, 0.272, -0.180)
C (-4.384, -0.105, -1.133)
H (-2.893, 1.287, -0.413)
H (-3.626, 0.304, 0.857)
H (-5.188, 0.639, -1.056)
H (-4.064, -0.124, -2.181)
H (-4.830, -1.077, -0.892)
C (-1.571, -1.422, -1.881)
C (-2.309, -2.695, -2.280)
H (-0.488, -1.595, -1.993)
H (-1.837, -0.604, -2.569)
H (-2.077, -2.930, -3.329)
H (-2.000, -3.567, -1.691)
H (-3.400, -2.594, -2.217)
C (-2.156, -2.257, 0.854)
C (-3.583, -2.793, 0.786)
H (-1.913, -1.964, 1.889)
H (-1.437, -3.045, 0.581)
H (-3.683, -3.641, 1.476)
H (-4.328, -2.047, 1.079)
H (-3.840, -3.172, -0.209)
Br (6.259, 2.587, 2.885)
P (0.506, 1.967, -1.109)
C (-0.643, 1.968, -2.527)
C (-0.794, 3.273, -3.309)
H (-1.629, 1.661, -2.134)
H (-0.304, 1.169, -3.206)
H (-1.564, 3.120, -4.076)
H (-1.119, 4.107, -2.674)
H (0.127, 3.565, -3.831)
C (0.435, 3.628, -0.329)
C (1.367, 4.706, -0.856)
H (0.635, 3.477, 0.747)
H (-0.616, 3.946, -0.400)
H (1.236, 5.588, -0.217)
H (2.423, 4.412, -0.804)
H (1.126, 5.007, -1.883)
C (2.175, 1.634, -1.778)
C (2.531, 2.194, -3.152)
H (2.250, 0.533, -1.800)
H (2.886, 1.988, -1.014)
H (3.561, 1.887, -3.374)
H (1.893, 1.793, -3.948)
H (2.504, 3.290, -3.191)
C (-2.296, 1.691, 4.525)
S (-0.637, 1.395, 3.868)
C (-0.476, -0.379, 4.152)
O (-0.801, 1.479, 2.320)
H (-2.249, 1.710, 5.618)
H (-2.999, 0.914, 4.199)
H (-2.639, 2.677, 4.199)
H (-1.401, -0.878, 3.822)
H (0.381, -0.712, 3.554)
H (-0.279, -0.510, 5.226)

As for the HOMO energy (alpha / beta): -13.7 / -13.7 eV. As for the relative energy (zero: lowest compared OMol25 entry of this formula, charge and spin): 0.0 kJ/mol. Its multiplicity is 2. Its total charge is +2. As for the frontier orbital gap (alpha / beta): 7.6 / 5.0 eV.

No. 2
The following is a quantum chemistry calculation of a structure of composition C4H5ClFP in a non-equilibrium geometry, from the Open Molecules 2025 dataset.

Element x y z (Å)
C (-1.456, 0.865, 0.218)
C (-1.174, -0.355, 0.631)
C (-0.108, 1.050, -0.458)
C (0.170, -0.489, -0.180)
F (2.537, 0.228, 0.207)
P (1.534, -0.742, 0.977)
Cl (1.937, -3.059, -0.222)
H (-2.173, 1.653, 0.290)
H (-1.765, -1.037, 1.140)
H (-0.041, 1.398, -1.571)
H (0.520, 1.744, 0.073)
H (0.020, -1.255, -1.106)

As for the HOMO energy: -10.1 eV. As for the relative energy (zero: lowest compared OMol25 entry of this formula, charge and spin): 79.3 kJ/mol. Its multiplicity is 1. Its total charge is 0. As for the frontier orbital gap: 8.8 eV.

No. 3
The following is a quantum chemistry calculation of a structure of composition C6H9MnO4P in a non-equilibrium geometry, from the Open Molecules 2025 dataset.

Element x y z (Å)
O (-2.526, 0.290, -3.505)
C (-1.918, 0.465, -2.537)
Mn (-0.895, 1.281, -1.076)
C (-2.207, 2.356, -0.483)
C (-0.034, 2.483, -2.117)
O (-3.026, 3.167, -0.304)
O (0.534, 3.271, -2.765)
C (0.000, -1.824, 2.141)
P (0.271, -0.714, 0.768)
C (1.506, 0.508, 1.262)
C (0.962, -1.684, -0.585)
O (-1.061, -0.067, 0.386)
H (0.511, -2.778, 1.964)
H (-1.082, -2.000, 2.238)
H (0.378, -1.382, 3.070)
H (2.358, 0.008, 1.747)
H (1.867, 1.072, 0.398)
H (1.050, 1.209, 1.980)
H (0.182, -1.896, -1.328)
H (1.781, -1.138, -1.071)
H (1.348, -2.628, -0.183)

As for the HOMO energy (alpha / beta): -19.0 / -19.2 eV. As for the relative energy (zero: lowest compared OMol25 entry of this formula, charge and spin): 0.0 kJ/mol. Its multiplicity is 6. Its total charge is +2. As for the frontier orbital gap (alpha / beta): 9.6 / 7.7 eV.

No. 4
The following is a quantum chemistry calculation of a structure of composition CHBeO2 in a non-equilibrium geometry, from the Open Molecules 2025 dataset.

Element x y z (Å)
H (-1.386, 0.969, 0.655)
O (-0.765, 0.601, -0.069)
C (0.337, 0.407, 0.820)
O (0.947, -0.610, 0.425)
Be (-0.097, -0.616, -1.051)

As for the HOMO energy: -15.4 eV. As for the relative energy (zero: lowest compared OMol25 entry of this formula, charge and spin): 78.1 kJ/mol. Its multiplicity is 1. Its total charge is +1. As for the frontier orbital gap: 7.3 eV.